[1]
2 unconnected molecules or ions with the total composition C4H8FN, computed with wB97M-V/def2-TZVPD.

Geometry (Å):
C 1.339 1.416 0.424
C 1.168 0.123 -0.418
C 2.027 -0.853 -0.451
F 3.109 -0.977 0.334
H 1.246 1.332 1.509
H 0.796 2.217 0.119
H 2.348 1.734 0.266
H 0.244 0.007 -0.938
H 1.745 -1.635 -1.033
C -2.424 -1.107 0.135
N -1.526 -1.905 -0.131
H -2.445 -0.920 1.133
H -3.371 -0.635 -0.418
H -1.407 -2.108 -1.051

Calculated values
Net charge: 0
2S+1: 1
E_HOMO: -9.48 eV
Structure (SMILES): C/C=C\F.C=N



[2]
A single C2H2N4O2 molecule, computed with wB97M-V/def2-TZVPD.

Geometry (Å):
O 2.616 -0.824 0.300
C 1.561 -0.296 0.074
N 1.387 1.143 -0.231
N 0.250 1.737 -0.148
N -0.842 0.966 0.450
C -0.605 -0.369 -0.055
O -1.773 -0.985 0.056
N 0.422 -1.119 -0.366
H -1.715 1.555 0.006
H -1.301 -1.808 -0.086

Calculated values
Net charge: 0
2S+1: 1
E_HOMO: -10.32 eV
Structure (SMILES): O=c1nn[nH]c(O)n1



[3]
A molecular structure, C18H10N4O10S2SeV, computed with wB97M-V/def2-TZVPD.

Geometry (Å):
V 0.288 0.120 -0.850
O 3.189 2.538 -1.075
S 2.252 1.755 -0.357
O 0.803 2.068 -0.547
O 2.261 0.277 -0.707
C 2.607 1.883 1.370
C 3.874 2.360 1.670
C 4.275 2.488 2.993
C 3.410 2.136 4.011
C 2.142 1.654 3.716
C 1.726 1.528 2.401
S 0.045 0.961 2.206
O -0.273 0.178 3.358
O -0.783 2.062 1.846
O 0.182 -0.025 1.013
H 4.534 2.639 0.862
H 5.263 2.864 3.218
H 3.716 2.234 5.044
H 1.461 1.366 4.505
O -6.732 0.332 -0.771
C -5.993 1.207 -1.244
O -6.204 2.284 -1.818
C -4.495 0.890 -1.094
C -3.986 0.322 0.067
C -2.637 0.058 0.184
N -1.786 0.270 -0.828
C -2.290 0.793 -1.969
C -3.596 1.160 -2.132
C -1.255 0.957 -3.020
O -1.358 1.398 -4.111
O -0.053 0.467 -2.519
H -4.664 0.080 0.874
H -2.220 -0.341 1.098
H -3.935 1.636 -3.042
Se 2.313 -3.109 -4.039
N 2.047 -4.479 -2.964
C 1.367 -4.016 -1.931
C 0.914 -4.789 -0.824
C 0.220 -4.148 0.149
C -0.007 -2.747 0.066
N 0.382 -1.992 -0.933
C 1.053 -2.612 -1.970
N 1.476 -1.944 -3.018
H 1.129 -5.848 -0.783
H -0.154 -4.674 1.015
H -0.509 -2.240 0.880

Calculated values
Net charge: 0
2S+1: 2
E_HOMO (alpha / beta): -7.92 / -7.91 eV



What did the first record say?
2 unconnected molecules or ions with the total composition C4H8FN, computed with wB97M-V/def2-TZVPD.

Geometry (Å):
C 1.339 1.416 0.424
C 1.168 0.123 -0.418
C 2.027 -0.853 -0.451
F 3.109 -0.977 0.334
H 1.246 1.332 1.509
H 0.796 2.217 0.119
H 2.348 1.734 0.266
H 0.244 0.007 -0.938
H 1.745 -1.635 -1.033
C -2.424 -1.107 0.135
N -1.526 -1.905 -0.131
H -2.445 -0.920 1.133
H -3.371 -0.635 -0.418
H -1.407 -2.108 -1.051

Calculated values
Net charge: 0
2S+1: 1
E_HOMO: -9.48 eV
Structure (SMILES): C/C=C\F.C=N



Question: 2S+1 of number 2 (C2H2N4O2)?
Answer: 1